A cluster of 4 separate species, C6H13N in total at a distorted geometry. Source: the OMol25 dataset; level of theory: ωB97M-V/def2-TZVPD.

Output
**LUMO**: 0.90 eV
**HOMO-LUMO gap**: 9.531 eV

Last column: Löwdin charge in e.
Element x y z (Å)
C -0.19799 0.86203 1.10594  -0.4503
C -1.63023 0.57102 1.44197  -0.0881
C 0.05129 2.19952 0.47532  -0.0877
C 0.81913 0.08264 1.55989  -0.0987
C 0.40360 -2.03334 -2.62965  -0.0911
C 0.04967 -1.02212 -1.62987  -0.3078
N -0.63295 -0.13059 -1.31005  0.1802
H 1.51129 -1.57622 -0.30375  0.0765
H -2.01651 1.30069 2.15727  0.0817
H -2.24393 0.63778 0.54103  0.0632
H -1.75601 -0.42030 1.87069  0.0746
H -0.25193 3.00697 1.14735  0.0822
H -0.53764 2.29555 -0.43771  0.0626
H 1.10130 2.34372 0.22640  0.0755
H 1.80605 0.51980 1.65448  0.0685
H 1.41351 -1.12336 0.41992  0.0498
H 0.60943 -0.63950 2.33851  0.0685
H -0.20612 -1.97581 -3.53163  0.0834
H 0.26207 -3.02047 -2.18744  0.0795
H 1.44596 -1.87802 -2.90867  0.0775

Cartesian forces, eV/Å:
C 0.8 -0.2 1.0
C -0.1 -0.2 -0.4
C 0.0 -0.1 -0.3
C -1.0 1.8 1.2
C 0.8 -0.5 0.4
C -2.6 1.8 -1.2
N 1.3 -1.3 0.1
H 0.1 0.9 1.9
H 0.1 0.1 0.0
H 0.0 0.0 0.1
H 0.0 -0.1 0.0
H 0.0 -0.1 0.1
H 0.0 0.1 0.0
H 0.0 0.0 0.0
H 0.2 -0.1 -0.5
H 0.3 -1.4 -2.1
H -0.1 -0.5 -0.3
H -0.1 0.3 0.3
H 0.3 0.0 -0.1
H 0.0 -0.3 0.0

***

The ion C6H13N with charge +1 at a distorted geometry. Source: the OMol25 dataset; level of theory: ωB97M-V/def2-TZVPD.

Output
**⟨S²⟩**: 0.767
**Multiplicity**: 2
**LUMO (alpha / beta)**: -3.83 / -6.40 eV
**HOMO-LUMO gap (alpha / beta)**: 9.896 / 9.229 eV
**Charge**: +1

Last column: Löwdin charge in e.
Element x y z (Å)
C -0.90690 -0.14128 2.38678  -0.0793
C -1.62286 0.90788 1.55962  -0.2196
C -1.25138 1.02702 0.14097  0.0279
C -0.64945 0.05017 -0.62969  -0.0480
N 0.15321 0.42565 -1.63279  0.0850
C 1.39422 -0.22637 -2.02799  -0.1988
C 1.90008 -1.28587 -1.08099  -0.0604
H -1.51052 -1.02157 2.60375  0.0870
H -0.66089 0.25283 3.36702  0.0834
H 0.05455 -0.46171 1.98740  0.0718
H -2.71386 0.82671 1.61589  0.1434
H -1.47677 1.88791 2.02182  0.1298
H -1.41268 2.01474 -0.28934  0.1400
H -0.84802 -1.01229 -0.56567  0.1568
H 0.11594 1.43359 -1.74940  0.1594
H 2.11041 0.57488 -2.20538  0.1324
H 1.33210 -0.58386 -3.06677  0.1376
H 2.19022 -0.85483 -0.12631  0.0864
H 1.07832 -1.95095 -0.82588  0.0710
H 2.72428 -1.86262 -1.48304  0.0942

Cartesian forces, eV/Å:
C 0.1 -0.6 0.6
C -0.3 0.2 0.2
C -0.4 0.4 0.2
C 0.1 -0.2 -1.2
N -0.6 0.7 1.1
C 0.8 -0.1 -1.7
C -0.8 0.1 0.6
H 0.0 -0.1 -0.3
H -0.1 0.2 0.1
H -0.1 0.0 -0.3
H -0.2 -0.3 0.0
H 0.2 0.1 -0.2
H 0.3 0.0 -0.1
H 0.5 -0.1 0.9
H 0.4 0.0 -0.4
H 0.1 0.2 0.6
H -0.6 -0.4 0.3
H 0.3 0.2 0.0
H 0.1 -0.4 -0.2
H 0.0 0.1 -0.2

***

A cluster of 2 separate species, C6H13N2 in total at a distorted geometry. Source: the OMol25 dataset; level of theory: ωB97M-V/def2-TZVPD.

Output
**LUMO**: -3.74 eV
**HOMO-LUMO gap**: 10.631 eV
**Charge**: +1

Last column: Löwdin charge in e.
Element x y z (Å)
C 0.95056 0.21064 2.46042  -0.0351
C 0.04962 0.00837 0.11760  -0.0571
C -1.76803 -1.49128 0.07085  -0.0060
C 0.18519 -1.64163 -1.74026  -0.0225
C 0.85339 2.95505 -0.26799  0.0123
C -0.73257 -0.71143 -0.86003  -0.3255
N 0.37351 -0.21944 1.27099  0.1156
N 0.48513 1.83311 -0.76033  0.0388
H 1.92537 0.43156 2.32088  0.0668
H 0.84407 -0.68788 3.09261  0.1223
H -1.25522 -2.26448 0.47678  0.0461
H -2.61146 -1.90969 -0.50064  0.1055
H -2.08837 -0.79989 0.80057  0.0694
H 0.70578 -2.53761 -1.23702  0.1291
H -0.36065 -2.04215 -2.49787  0.0382
H 0.91585 -0.96136 -2.22167  0.0867
H 0.43144 1.03796 2.83172  0.0906
H 0.72268 3.88380 -0.96322  0.1287
H 1.27780 2.99051 0.85986  0.1397
H -1.16830 0.11954 -1.48415  0.1474
H 0.26424 1.79631 -1.76911  0.1086

Cartesian forces, eV/Å:
C -1.8 -2.6 1.1
C 1.8 -1.0 4.9
C -0.9 1.9 -3.4
C 1.9 1.2 2.3
C -0.1 0.3 0.2
C -0.7 -0.5 -0.8
N -1.4 1.4 -5.6
N 0.6 -0.1 0.4
H 3.3 0.7 -0.3
H 0.3 0.9 0.5
H 1.5 -2.3 1.5
H 0.3 0.4 0.1
H -0.7 0.4 0.9
H -0.8 1.8 -0.2
H -1.9 -1.1 -2.2
H 0.0 -0.7 0.3
H -0.9 1.2 0.8
H 0.7 -1.4 1.7
H -1.3 0.2 -2.8
H -0.1 -1.3 0.3
H -0.1 0.5 0.7

***

The ion C6H13N2 with charge +1 at a distorted geometry. Source: the OMol25 dataset; level of theory: ωB97M-V/def2-TZVPD.

Output
**LUMO**: -5.70 eV
**Structure (SMILES)**: CCC[C@@H](C)C=[N+]=N
**HOMO-LUMO gap**: 9.013 eV
**Charge**: +1

Last column: Löwdin charge in e.
Element x y z (Å)
C -0.08124 -2.17662 1.92696  -0.1476
C 0.34904 -0.88169 1.42828  -0.3116
C -0.03470 -0.80056 -0.09681  -0.1829
C 0.61737 0.40657 -0.78631  -0.3801
C 0.35696 0.47389 -2.22835  -0.0751
C 0.16824 1.62369 0.03722  0.0777
N -0.84399 2.37174 -0.25606  0.0882
N -1.33895 3.33945 -0.69306  0.3083
H 0.57336 -3.03967 1.51717  0.1227
H -1.05743 -2.38402 1.69914  0.0371
H -0.07635 -2.23372 3.09204  0.1225
H -0.13759 -0.04620 2.02434  0.1193
H 1.45578 -0.71489 1.50575  0.1315
H -1.20348 -0.91571 -0.19061  0.1606
H 0.28714 -1.82799 -0.68202  0.1803
H 1.73105 0.35381 -0.59465  0.1769
H -0.67040 0.80816 -2.50506  0.1011
H 1.10801 1.09800 -2.72439  0.0953
H 0.58915 -0.56675 -2.59471  0.1138
H 0.47287 1.53604 1.04707  0.1305
H -2.26484 3.57645 -0.92594  0.1314

Cartesian forces, eV/Å:
C 2.8 -2.7 3.3
C 0.5 2.1 -1.4
C -0.9 -2.6 0.0
C 0.3 0.5 1.2
C 0.3 -0.6 -1.9
C -1.7 -0.4 -1.1
N 1.4 -1.2 0.2
N 2.9 1.1 -0.6
H -1.1 1.4 0.7
H -2.6 -0.5 -0.9
H 0.4 0.0 -2.0
H 0.4 -0.9 -0.7
H -0.8 -0.2 0.1
H 2.1 0.9 0.0
H -0.3 2.6 1.5
H -1.1 0.0 -0.1
H 0.7 -0.5 0.1
H -0.4 0.2 0.0
H -0.7 1.1 0.0
H 0.0 0.7 1.1
H -2.3 -0.7 0.4

***

A cluster of 2 separate species, C6H13N2 in total at a distorted geometry. Source: the OMol25 dataset; level of theory: ωB97M-V/def2-TZVPD.

Output
**LUMO (alpha / beta)**: -5.00 / -5.00 eV
**HOMO-LUMO gap (alpha / beta)**: 8.899 / 8.898 eV
**Charge**: +1

Last column: Löwdin charge in e.
Element x y z (Å)
C -2.21002 -0.88752 -0.87395  0.2977
C 1.05928 0.14505 -0.45085  -0.3921
C 0.98651 1.40719 -1.28882  -0.0039
C 2.24758 -0.37209 0.23315  -0.0351
C -0.11611 -1.98449 0.06642  -0.1283
C -2.18495 0.99049 0.68100  -0.0447
N 0.02542 -0.62725 -0.44823  -0.0269
N -2.82650 -0.05281 -0.13168  -0.0613
H -0.02183 1.62276 -1.47327  0.0416
H 1.58263 1.07539 -2.22040  0.1374
H 1.44385 2.26407 -0.65519  0.1261
H 2.95125 -0.83548 -0.44277  0.0929
H 1.89594 -1.15764 1.05886  0.1143
H 2.86903 0.47410 0.74821  0.1307
H -0.29366 -2.65195 -0.75748  0.0845
H 0.85453 -2.40570 0.51231  0.1024
H -0.95762 -2.06297 0.70941  0.0602
H -2.72304 1.93248 0.37982  0.1174
H -1.12607 1.09214 0.48946  0.0539
H -2.35512 0.93759 1.81106  0.1311
H -3.88310 0.04807 -0.22331  0.2022

Cartesian forces, eV/Å:
C 0.0 0.9 -0.1
C -1.9 -1.3 -0.6
C 3.1 -0.5 1.5
C 1.4 0.4 3.3
C 3.3 -0.4 0.0
C -1.3 2.5 1.6
N -1.9 -0.1 -0.1
N 0.2 -0.1 -0.2
H -1.3 0.3 -0.7
H -0.9 1.3 1.2
H -0.4 -1.3 -1.6
H 0.1 -0.3 -0.3
H 1.3 2.0 -1.8
H -1.3 -1.4 -0.8
H -0.3 -0.1 -0.6
H -1.7 0.6 -0.2
H -0.5 -0.1 0.9
H 0.8 -0.7 0.3
H -0.2 -0.3 -0.2
H 0.0 -0.7 -1.7
H 1.5 -0.7 0.1

***

The ion C6H13N2 with charge +1 at a distorted geometry. Source: the OMol25 dataset; level of theory: ωB97M-V/def2-TZVPD.

Output
**LUMO (alpha / beta)**: -3.72 / -4.07 eV
**HOMO-LUMO gap (alpha / beta)**: 7.964 / 7.696 eV
**Charge**: +1

Last column: Löwdin charge in e.
Element x y z (Å)
C -1.52120 0.29441 -0.97529  -0.0690
C -0.29838 0.83214 -0.35155  -0.4404
C 0.06411 -0.33735 0.36077  0.1150
C 0.86951 -1.09374 1.12196  -0.3682
C 0.67140 1.31448 -1.43072  -0.0400
C 2.14448 -0.51814 1.68223  -0.0202
N 0.84240 -2.46196 1.38026  0.0670
N -2.92125 0.79143 -0.80025  0.1793
H -1.49019 -0.62482 -1.48412  0.0968
H -0.67778 1.64517 0.20611  0.1338
H 1.60812 1.75193 -1.05327  0.0964
H 0.22880 2.03168 -2.09353  0.0717
H 0.90998 0.64699 -2.23158  0.0808
H 2.00175 0.54805 1.89884  0.0950
H 2.89474 -0.61467 1.01393  0.0451
H 2.41720 -1.13300 2.62863  0.1301
H 0.04653 -3.05480 0.97435  0.1367
H -3.18631 0.70534 0.21029  0.1870
H -3.52278 0.39936 -1.52710  0.1695
H -2.81525 1.86452 -0.99354  0.2157
H 1.73413 -2.98704 1.46359  0.1181

Cartesian forces, eV/Å:
C -0.4 -2.0 -0.2
C 0.6 0.7 -1.9
C -0.1 -1.0 1.6
C 0.1 -0.9 -1.2
C 0.7 1.0 -0.1
C -2.1 0.2 3.5
N -2.0 -1.5 -0.9
N 2.3 3.0 1.1
H 0.0 -0.8 -0.9
H 0.2 1.3 1.3
H -0.3 -0.3 0.1
H -0.7 1.2 0.2
H 0.4 -1.6 0.2
H 0.3 -0.3 0.2
H 2.5 -0.4 -2.3
H -0.5 1.4 -1.4
H 1.8 1.4 0.8
H -0.7 -0.2 -1.2
H -0.3 -0.2 0.6
H -0.8 -2.2 0.4
H -1.1 1.0 0.0

***

The ion C6H13N2 with charge +1 at a distorted geometry. Source: the OMol25 dataset; level of theory: ωB97M-V/def2-TZVPD.

Output
**LUMO**: -3.39 eV
**Structure (SMILES)**: CC[C@@H]1NC=[NH+][C@H]1C
**HOMO-LUMO gap**: 11.131 eV
**Charge**: +1

Last column: Löwdin charge in e.
Element x y z (Å)
C -1.88012 -1.66801 0.99298  -0.0965
C -0.77389 -1.54667 -0.03688  -0.1956
C -0.27587 -0.13269 0.17459  -0.2515
N -1.07488 0.90125 -0.40888  0.1081
C -0.44399 1.68018 -1.24192  -0.0477
N 0.82197 1.35206 -1.40199  0.1072
C 1.25606 0.26897 -0.46254  -0.1998
C 2.27560 0.80294 0.59037  -0.0345
H -2.63522 -0.78827 0.86344  0.1064
H -1.43947 -1.62233 1.91307  0.0370
H -2.40097 -2.68192 1.08233  0.1163
H -1.13061 -1.56376 -1.05186  0.1112
H 0.03514 -2.33756 0.14672  0.1560
H -0.17031 -0.02575 1.19829  0.1117
H -2.11797 0.94984 -0.11386  0.2180
H -0.97318 2.32482 -1.84427  0.1443
H 1.71967 1.70783 -1.71856  0.1758
H 1.58573 -0.51628 -1.09237  0.1256
H 1.98147 1.84731 0.78314  0.0823
H 3.26789 0.88160 0.05457  0.0947
H 2.37296 0.16645 1.57363  0.1308

Cartesian forces, eV/Å:
C -2.9 -0.9 -1.9
C 0.5 -0.3 0.2
C 4.3 -0.4 -1.7
N -3.1 -0.1 1.2
C 1.4 -1.6 0.1
N 1.5 -1.1 1.5
C -3.4 0.1 1.9
C 0.4 -0.6 -0.4
H 1.0 -1.8 0.4
H 1.1 0.7 2.7
H 0.3 1.5 -0.9
H -0.2 -0.7 -0.5
H -1.0 1.3 -0.4
H 0.1 0.8 2.2
H 2.5 0.3 -1.2
H -0.8 1.9 -1.0
H -1.3 1.4 -1.1
H 0.6 -1.0 -0.2
H 0.1 -0.5 0.5
H -0.8 -0.3 0.9
H -0.3 1.2 -2.1

***

The ion C6H13N2O with charge +1 at a distorted geometry. Source: the OMol25 dataset; level of theory: ωB97M-V/def2-TZVPD.

Output
**LUMO (alpha / beta)**: -3.93 / -3.93 eV
**HOMO-LUMO gap (alpha / beta)**: 9.392 / 9.390 eV
**Charge**: +1

Last column: Löwdin charge in e.
Element x y z (Å)
C 0.74591 1.59785 -0.39371  -0.1531
C 1.48670 0.30236 -0.07155  -0.1676
C -0.31894 -1.17348 -0.96097  -0.0732
C -0.39440 1.72441 0.63049  -0.2271
C -1.79155 -0.43137 -0.85328  -0.1796
C 0.55336 -0.75199 0.10473  -0.3286
N -0.84639 0.47923 1.15009  0.0345
N 0.71499 -1.70143 1.21660  0.2306
O -1.97427 -0.11673 0.45592  -0.1379
H 1.38143 2.44394 -0.40095  0.1020
H 0.23226 1.62593 -1.47196  0.1565
H 2.27772 0.11677 -0.77873  0.1330
H 2.00585 0.44171 0.97693  0.1714
H -0.66884 -2.20665 -1.17693  0.1295
H 0.09447 -0.77631 -2.00233  0.1729
H -0.04147 2.19670 1.61314  0.1467
H -1.09401 2.47970 0.15743  0.1540
H -1.76994 0.46440 -1.50044  0.1123
H -2.69288 -1.02508 -1.19309  0.1522
H 0.75602 -2.73155 1.01067  0.1967
H -0.21370 -1.45240 1.69463  0.1924
H 1.55769 -1.50601 1.79332  0.1824

Cartesian forces, eV/Å:
C -1.9 -0.7 -2.1
C 2.5 1.8 2.2
C -1.7 0.5 -4.1
C 0.6 2.6 0.9
C 0.3 0.5 -1.4
C -2.9 0.1 0.9
N -0.4 -3.2 -2.8
N -0.8 -0.8 1.0
O 0.5 0.5 2.4
H 0.8 0.8 0.2
H 1.3 -0.5 2.1
H 0.3 -0.2 -0.5
H -0.7 0.0 -1.9
H 1.1 0.2 0.9
H -0.7 -0.9 2.2
H -0.1 -0.2 -1.5
H 0.0 -1.3 0.9
H 0.2 -0.2 0.2
H 1.3 0.2 0.5
H -0.2 1.2 -0.3
H 1.5 -0.7 0.4
H -0.9 0.2 -0.1

***

Energy above the lowest of the compared OMol25 structures with the same formula, charge and spin
In order: 68.0, 17.4, 84.0, 107.3, 121.3, 132.8, 31.4, 127.6
Unit: kcal/mol